Entry from the Open Molecules 2025 dataset: a single C3H4N4O molecule (the ωB97M-V functional and the def2-TZVPD basis).

```
12
Properties=species:S:1:pos:R:3:nbo_charge:R:1
O 1.8575 -0.9910 -0.4438 -0.532
N -0.3400 -1.9290 0.5309 -0.638
N 0.7859 -0.1158 -0.3790 -0.151
N -2.6802 0.5098 -0.3459 -0.221
N 0.4157 2.2257 0.1584 -0.621
C 1.1493 1.1603 0.2030 0.250
C -1.6375 0.0482 -0.0913 0.203
C -0.4030 -0.6829 0.1691 0.307
H 2.1255 0.9841 0.7776 0.177
H 1.5356 -1.8317 -0.1122 0.500
H -1.3159 -2.1556 0.7491 0.369
H 0.8716 2.9426 0.7003 0.358
```

As for the spin multiplicity: 1. The strongest force on any atom is 0.0626 hartree/bohr. For the LUMO energy, the calculation gives -0.248 eV. Its SMILES is [H]/N=C/N(O)/C(C#N)=N/[H]. The calculation puts the energy relative to the best compared isomer or geometry (same formula, charge and spin) at 3.592 eV. The energy is -410.87128 hartree.

Entry from the Open Molecules 2025 dataset: a molecular structure, C3H4N4O (the ωB97M-V functional and the def2-TZVPD basis).

```
12
Properties=species:S:1:pos:R:3:nbo_charge:R:1
O 0.7251 1.6311 1.5213 -0.605
N -2.0496 -0.8016 -0.6869 -0.477
N 0.2227 -0.6976 -1.0576 -0.289
N 2.1744 0.2747 0.2601 -0.830
N -0.1715 0.1144 0.0661 -0.305
C 0.9135 0.6487 0.7270 0.787
C -0.9924 -1.1469 -1.3571 0.169
C -1.5110 -0.1418 0.2610 0.276
H 2.9767 0.5763 1.0051 0.411
H -1.2081 -1.6922 -2.2296 0.193
H 2.5697 -0.4888 -0.2660 0.431
H -1.8322 0.1656 1.4627 0.238
```

As for the spin multiplicity: 1. The strongest force on any atom is 0.1538 hartree/bohr. For the LUMO energy, the calculation gives 0.238 eV. The calculation puts the energy relative to the best compared isomer or geometry (same formula, charge and spin) at 2.134 eV. The energy is -410.92486 hartree.

Entry from the Open Molecules 2025 dataset: a single C3H4N4O2 molecule (the ωB97M-V functional and the def2-TZVPD basis).

```
13
Properties=species:S:1:pos:R:3:nbo_charge:R:1
O 1.1648 -0.4925 -0.2073 -0.260
O -1.1296 -2.6862 0.6055 -0.775
N -0.5136 0.8836 0.0846 -0.468
N -1.2387 -2.0783 -1.5133 -0.530
N 0.7707 2.8841 0.2495 -0.801
N 1.7371 0.7427 0.0569 -0.205
C -1.0140 -1.4845 -0.4432 0.441
C -0.1454 -0.3336 -0.1464 0.435
C 0.6931 1.5445 0.1605 0.454
H 1.6315 3.3234 0.5510 0.411
H -1.4196 -3.1715 -1.0263 0.413
H -0.0876 3.4045 0.3548 0.412
H -0.4487 -2.5362 1.2738 0.473
```

As for the spin multiplicity: 1. The strongest force on any atom is 0.1063 hartree/bohr. For the LUMO energy, the calculation gives 0.431 eV. Its SMILES is [H]/N=C(\O)c1nc(N)no1. The calculation puts the energy relative to the best compared isomer or geometry (same formula, charge and spin) at 3.088 eV. The energy is -486.11370 hartree.

Entry from the Open Molecules 2025 dataset: a single C3H4N4S molecule (the ωB97M-V functional and the def2-TZVPD basis).

```
12
Properties=species:S:1:pos:R:3:nbo_charge:R:1
S 2.0018 1.1405 -0.0411 0.096
N -1.1038 -1.2970 -0.5269 -0.421
N 1.1531 -1.1565 -1.4379 -0.670
N 0.4664 0.1790 0.3091 -0.552
N -1.0383 1.8093 1.4200 -0.629
C -0.7478 0.7112 0.7285 0.320
C 0.1624 -0.9073 -0.5957 0.520
C -1.6853 -0.3923 0.2879 0.135
H -0.0766 2.2125 1.8504 0.358
H 0.9340 -1.8753 -2.0979 0.362
H -2.7980 -0.2219 0.5638 0.238
H 2.7321 -0.2022 -0.4603 0.241
```

As for the spin multiplicity: 1. The strongest force on any atom is 0.1420 hartree/bohr. For the LUMO energy, the calculation gives -1.498 eV. Its SMILES is [H]/N=C1C=N/C(=N\[H])N/1S. The calculation puts the energy relative to the best compared isomer or geometry (same formula, charge and spin) at 2.340 eV. The energy is -733.82130 hartree.

Entry from the Open Molecules 2025 dataset: 2 unconnected molecules or ions with the total composition C3H4NO (the ωB97M-V functional and the def2-TZVPD basis).

```
9
Properties=species:S:1:pos:R:3:nbo_charge:R:1
O 2.6859 1.1621 -0.8853 -0.281
N 2.8407 0.6739 0.2490 -0.068
C -0.3256 -0.8441 0.3015 -0.933
C -2.6156 0.1947 -0.4646 -0.581
C -1.4819 -0.1692 -0.1036 0.002
H -0.0925 -0.8537 1.4056 0.174
H -3.3378 0.9381 -0.6881 0.189
H 0.3942 -1.2873 -0.3660 0.183
H 1.9325 0.1856 0.5516 0.313
```

As for the spin multiplicity: 1. The strongest force on any atom is 0.0649 hartree/bohr. As for the net charge: -1. For the LUMO energy (alpha / beta), the calculation gives 3.051 / 3.051 eV. The calculation puts the energy relative to the best compared isomer or geometry (same formula, charge and spin) at 2.683 eV. The energy is -246.51829 hartree.

Entry from the Open Molecules 2025 dataset: 2 unconnected molecules or ions with the total composition C3H4NO (the ωB97M-V functional and the def2-TZVPD basis).

```
9
Properties=species:S:1:pos:R:3:nbo_charge:R:1
O 2.6964 1.9872 -2.4482 -0.158
N 1.9854 1.1006 -2.2500 0.322
C -0.5988 0.2415 -0.3565 0.203
C 1.1135 0.4681 -1.7475 -0.139
C -0.0844 0.1313 0.7829 -0.449
H 0.7964 -0.5056 -1.5132 0.274
H -1.3919 0.0667 -1.0382 0.274
H -0.7272 0.2937 1.6751 0.349
H 1.0007 0.0189 0.9861 0.324
```

As for the spin multiplicity: 1. The strongest force on any atom is 0.0558 hartree/bohr. As for the net charge: +1. For the LUMO energy (alpha / beta), the calculation gives -7.569 / -7.569 eV. The calculation puts the energy relative to the best compared isomer or geometry (same formula, charge and spin) at 6.361 eV. The energy is -246.15834 hartree.

Entry from the Open Molecules 2025 dataset: a gas-phase ion, C3H4NO (charge +1) (the ωB97M-V functional and the def2-TZVPD basis).

```
9
Properties=species:S:1:pos:R:3:nbo_charge:R:1
O 1.1458 0.2556 -0.0996 -0.239
N -1.3003 -0.9430 -0.1194 -0.510
C 0.1880 1.0224 -0.1741 0.197
C -1.1626 0.2609 0.0126 0.060
C 1.6798 -0.7825 -0.0981 0.360
H -0.5839 -1.6331 -0.5353 0.378
H 0.1264 2.0130 -0.2775 0.241
H 2.0756 -1.4915 0.6802 0.269
H -2.0022 0.9635 0.3990 0.242
```

As for the spin multiplicity: 1. The strongest force on any atom is 0.1137 hartree/bohr. As for the net charge: +1. For the LUMO energy (alpha / beta), the calculation gives -6.659 / -6.587 eV. The calculation puts the energy relative to the best compared isomer or geometry (same formula, charge and spin) at 6.334 eV. The energy is -246.15931 hartree.

Entry from the Open Molecules 2025 dataset: a gas-phase ion, C3H4NO (charge +1) (the ωB97M-V functional and the def2-TZVPD basis).

```
9
Properties=species:S:1:pos:R:3:nbo_charge:R:1
O 0.9419 -1.7102 -1.1484 -0.334
N -0.6765 0.6715 0.2825 -0.415
C -1.0353 -0.4980 -0.0408 0.171
C 0.8044 0.3907 0.2549 -0.339
C 0.5156 -0.9272 -0.3718 0.569
H -1.2650 1.5284 0.5178 0.491
H 1.3951 1.0008 -0.4359 0.274
H 1.4991 0.4407 1.1525 0.298
H -2.1792 -0.8967 -0.2108 0.286
```

As for the spin multiplicity: 1. The strongest force on any atom is 0.0913 hartree/bohr. As for the net charge: +1. For the LUMO energy, the calculation gives -6.176 eV. Its SMILES is O=C1C=[NH+]C1. The calculation puts the energy relative to the best compared isomer or geometry (same formula, charge and spin) at 1.544 eV. The energy is -246.33533 hartree.

Entry from the Open Molecules 2025 dataset: 2 unconnected molecules or ions with the total composition C3H4NO2 (the ωB97M-V functional and the def2-TZVPD basis).

```
10
Properties=species:S:1:pos:R:3:nbo_charge:R:1
O 2.8614 -0.6599 0.1763 -0.641
O 2.0134 1.4311 -0.1869 -0.673
N -0.2729 -1.6894 -0.2321 -0.761
C -0.0710 -0.4976 0.1363 0.034
C 2.1448 0.2662 0.0088 0.956
C -1.1497 0.5659 0.1408 -0.738
H -1.2563 -1.9285 -0.5088 0.250
H -2.0007 0.3074 -0.5182 0.156
H -0.7337 1.5245 -0.1734 0.218
H -1.5353 0.6805 1.1573 0.199
```

As for the spin multiplicity: 1. The strongest force on any atom is 0.0304 hartree/bohr. As for the net charge: -1. For the LUMO energy, the calculation gives 4.405 eV. The calculation puts the energy relative to the best compared isomer or geometry (same formula, charge and spin) at 1.818 eV. The energy is -321.94588 hartree.

Entry from the Open Molecules 2025 dataset: a gas-phase ion, C3H4NO2 (charge -1) (the ωB97M-V functional and the def2-TZVPD basis).

```
10
Properties=species:S:1:pos:R:3:nbo_charge:R:1
O 0.4743 1.4304 -1.6826 -0.769
O 0.6078 0.9390 2.0127 -0.625
N 0.0225 0.3595 -1.0424 -0.087
C 0.3355 0.2760 1.0193 0.497
C -0.9310 0.5575 0.2209 -0.409
C 1.0618 -0.2925 -0.0936 -0.379
H 2.1469 0.0163 -0.1522 0.196
H -0.9907 1.6601 0.3128 0.203
H -1.9087 -0.0721 0.2755 0.183
H 0.9792 -1.4420 -0.3190 0.190
```

As for the spin multiplicity: 1. The strongest force on any atom is 0.0659 hartree/bohr. As for the net charge: -1. For the LUMO energy (alpha / beta), the calculation gives 4.353 / 4.352 eV. Its SMILES is O=C1CN([O-])C1. The calculation puts the energy relative to the best compared isomer or geometry (same formula, charge and spin) at 4.969 eV. The energy is -321.83006 hartree.